a:
The following is a quantum chemistry calculation of a 2-piece molecular cluster, C4H13N3 overall, from the Open Molecules 2025 dataset.

For the HOMO energy, the calculation gives -19.64 eV. The total charge is +2. The gap between HOMO and LUMO is 0.4003 hartree.

Cartesian coordinates (Å):
C  1.17629  1.74715  -0.19940
H  1.71120  -0.06023  0.60573
H  0.64207  0.92950  1.85033
N  -0.63270  -0.70399  0.45343
H  2.64814  0.61697  -1.47754
C  0.94091  0.72518  0.81797
H  -1.03586  -1.83336  -1.13003
C  1.72686  1.12939  -1.51396
H  1.95401  1.86247  -2.34520
H  0.40392  -2.19009  -0.49100
H  -2.75030  -2.03889  0.83593
H  2.03167  2.13387  0.29878
H  1.09779  0.41980  -2.05972
N  -0.51729  -1.93463  -0.13813
C  -1.84099  -0.32274  0.91630
H  -3.78704  -0.68650  1.21203
H  -1.89355  0.59947  1.54356
H  0.40215  2.48784  -0.28925
N  -2.94416  -1.04286  0.85237
H  -1.03254  -2.68818  0.26311

---

b:
The following is a quantum chemistry calculation of an isolated ion of composition C4H13N3 and charge +2, from the Open Molecules 2025 dataset.

For the HOMO energy, the calculation gives -19.18 eV. The total charge is +2. The gap between HOMO and LUMO is 0.3797 hartree. As for the SMILES: C/C=[NH+]\C[NH2+]NC.

Cartesian coordinates (Å):
H  0.64142  2.36907  0.50056
H  -1.60124  -0.55784  1.34191
H  -2.94686  -0.08479  -0.89082
H  2.33395  -2.15521  0.49556
C  2.25692  -1.05639  0.59014
H  0.49700  0.96353  1.41762
H  1.92387  -0.92521  -1.53813
C  -2.17102  -0.77409  -0.63906
H  -1.87968  1.63584  0.81936
H  2.06500  -0.74493  1.57292
N  0.96518  0.66982  -0.60049
N  -1.33314  -0.37234  0.39369
H  -2.73200  -1.65449  -0.39691
H  -1.37657  1.58024  -0.71407
H  0.73486  1.00601  -1.62143
C  0.31124  1.33079  0.45161
C  1.71498  -0.37913  -0.56872
H  -1.52435  -0.91354  -1.46103
H  3.32328  -1.01978  0.57418
N  -1.20285  1.08247  0.27310

---

c:
The following is a quantum chemistry calculation of an isolated ion of composition C4H13N3 and charge +2, from the Open Molecules 2025 dataset.

For the HOMO energy, the calculation gives -16.46 eV. The total charge is +2. The gap between HOMO and LUMO is 0.3512 hartree. As for the SMILES: N/C(=C\[NH3+])CC[NH3+].

Cartesian coordinates (Å):
C  -0.29034  0.67314  -0.16442
H  -1.00171  3.35192  1.43272
H  0.51640  -2.25493  -1.26057
H  0.57422  -3.71040  0.29397
H  -1.41134  1.51455  -1.77526
H  1.10266  2.21230  0.79615
H  1.57143  -0.26627  0.63114
N  0.95827  -2.86043  0.74291
C  0.38683  -1.84755  -0.20376
H  1.92820  -2.77395  0.94863
H  -0.84058  3.63239  -0.21830
H  1.32395  -0.06970  -1.09274
H  0.55230  -2.84045  1.74572
C  0.01558  1.88569  0.39186
H  -0.71813  -2.02837  0.20926
H  -1.92796  2.43752  0.26629
C  0.76750  -0.39410  -0.14889
N  -1.25978  0.63098  -1.20336
N  -1.01594  2.84465  0.51378
H  -1.23155  -0.13699  -1.90513

---

Short version: c is the most stable of them.

---

a:
The following is a quantum chemistry calculation of a 2-piece molecular cluster, C4H13N3 overall, from the Open Molecules 2025 dataset.

For the HOMO energy, the calculation gives -17.80 eV. The total charge is +2. The gap between HOMO and LUMO is 0.3552 hartree.

Cartesian coordinates (Å):
N  -2.15933  -2.45735  -0.01568
H  -1.83733  -0.84992  -1.31614
H  1.57638  -0.03229  -0.80055
H  -2.52855  -3.34320  -0.46168
C  1.59427  2.56005  0.70158
H  -0.99442  -0.48476  1.03789
H  2.67018  3.54749  -0.66687
N  1.91409  2.88049  -0.55926
H  0.24211  -1.62731  0.94724
C  -0.29777  -0.93769  0.31552
H  -3.05571  -1.98446  0.15561
C  0.56751  0.05246  -0.38453
C  -1.20921  -1.60786  -0.80107
H  -0.63754  -2.08643  -1.61247
H  2.25719  3.01582  1.48043
N  1.06342  1.39038  1.03549
H  -1.84575  -2.69493  0.92857
H  1.63710  2.28452  -1.31016
H  1.09962  1.50002  2.06338
H  -0.05626  0.87495  -0.73731

---

b:
The following is a quantum chemistry calculation of an isolated ion of composition C4H13N3 and charge +2, from the Open Molecules 2025 dataset.

For the HOMO energy, the calculation gives -18.15 eV. The total charge is +2. The gap between HOMO and LUMO is 0.4175 hartree. As for the SMILES: N/C=[NH+]/CCC[NH3+].

Cartesian coordinates (Å):
H  1.64069  -0.16073  -0.16707
H  2.14160  0.22331  2.36105
H  -2.21204  -1.61691  -2.08683
N  1.20500  1.83855  3.30065
H  0.20285  -1.89728  -1.62063
H  0.65018  -1.21689  0.92592
H  -1.85092  -0.33580  -3.09861
C  -0.29511  -0.91168  -1.91048
N  0.50873  0.91954  1.23716
N  -1.50458  -1.19979  -2.70862
H  -1.60352  -0.57291  0.04931
H  -0.15676  1.75888  1.09953
H  1.55876  1.70907  4.27274
C  1.30585  0.94985  2.28992
C  -0.74171  -0.19667  -0.60403
H  0.50693  -0.43135  -2.51170
H  -1.35925  -1.98292  -3.57434
H  -1.00219  0.86756  -0.78837
C  0.61026  -0.17626  0.23044
H  0.39522  2.43244  3.30398

---

Short version: b is the most stable of them.